[1]
The following is a quantum chemistry calculation of a structure of composition C38H29Cl4IN9O2RuS3 in a non-equilibrium geometry, from the Open Molecules 2025 dataset.

CARTESIAN COORDINATES (ANGSTROEM)
I -1.914 -0.834 -4.639
Ru -0.216 -0.264 0.231
Cl 3.478 7.658 2.859
Cl -0.792 -6.240 -3.144
Cl -4.431 3.768 4.900
Cl -1.835 7.915 3.440
S 1.590 1.202 1.244
S -2.695 5.070 6.950
S -0.672 -0.657 2.522
O -1.109 -0.568 -1.633
O -2.609 4.986 2.356
N 2.618 -1.019 -0.807
N 3.602 3.254 6.665
N -2.125 3.556 0.063
N 3.463 0.202 -2.305
N 0.624 0.983 8.298
N 1.640 -0.190 -1.260
N 0.135 -2.283 0.043
N 3.712 -0.792 -1.433
N -1.285 1.535 0.213
C 1.763 6.243 1.326
C -0.377 -2.778 -1.121
C -2.243 5.006 -0.016
C 0.259 -5.016 -0.493
C 1.998 1.867 5.180
C -0.650 6.281 1.607
C -3.151 2.725 0.460
C -1.813 4.542 4.592
C -2.926 4.440 5.372
C -1.246 -3.638 -3.609
C 0.762 -4.491 0.657
C 0.788 1.027 7.161
C -1.018 2.794 -0.047
C 5.331 1.856 -2.440
C 1.901 7.148 2.363
C 0.492 5.836 0.952
C -0.800 -4.556 -2.707
C -0.473 7.225 2.624
C 2.184 0.553 -2.186
C 2.881 2.633 6.019
C -2.624 1.478 0.552
C 4.503 0.775 -3.153
C -1.795 4.109 3.157
C 0.787 7.660 3.004
C -1.073 5.480 6.586
C 1.326 1.164 2.961
C -0.741 5.146 5.314
C 0.695 -3.110 0.886
C 4.436 2.952 -1.862
C 0.153 0.351 4.895
C -0.313 -4.153 -1.446
C -1.311 -2.277 -3.264
C 0.328 0.373 3.514
C 6.219 1.251 -1.353
C -0.960 -1.819 -2.005
C -2.042 5.762 1.317
C 0.980 1.081 5.736
C 2.149 1.911 3.805
H -1.578 5.382 -0.792
H 1.685 1.309 -2.772
H 3.781 3.379 -2.628
H 4.013 1.191 -4.032
H -3.266 5.208 -0.322
H 5.970 2.293 -3.212
H -4.148 3.089 0.643
H -3.103 0.554 0.814
H 1.109 -2.658 1.774
H -1.545 -3.972 -4.595
H -2.245 3.118 3.080
H 3.818 2.566 -1.046
H 6.908 0.514 -1.772
H 0.242 5.305 4.889
H 1.224 -5.133 1.395
H 5.048 3.758 -1.456
H 6.808 2.032 -0.869
H 5.149 -0.044 -3.465
H -0.770 4.051 2.787
H 0.317 -6.079 -0.688
H -2.694 6.633 1.250
H 0.408 5.152 0.118
H 0.891 8.385 3.800
H 2.638 5.854 0.822
H -0.052 3.150 -0.363
H -0.634 -0.259 5.323
H -0.448 5.924 7.348
H 2.936 2.518 3.371
H 5.619 0.756 -0.587

Cartesian forces, eV/Å:
I -0.1 -0.1 0.0
Ru 1.3 1.9 0.4
Cl 0.0 0.0 0.0
Cl 0.0 0.0 0.0
Cl 0.0 0.0 0.0
Cl 0.0 0.0 0.0
S -0.9 -1.0 -0.4
S 0.0 0.0 0.0
S -0.3 -0.3 -0.9
O -0.1 -0.6 1.0
O 0.0 0.1 0.3
N 0.2 0.2 -0.4
N -0.1 0.0 -0.1
N 0.0 0.2 0.3
N 0.2 0.0 -0.2
N 0.0 0.0 -0.1
N 0.0 -0.5 0.5
N 0.0 -0.4 -0.1
N -0.4 0.1 0.0
N -0.2 0.1 0.3
C 0.1 0.0 -0.1
C -0.1 -0.2 -0.3
C 0.1 0.0 -0.1
C 0.0 -0.1 -0.1
C 0.0 0.1 0.1
C -0.1 -0.1 0.2
C 0.0 0.0 0.0
C -0.1 0.1 -0.1
C 0.1 0.0 0.1
C 0.0 0.1 -0.2
C 0.2 -0.2 0.2
C 0.0 0.0 -0.1
C 0.0 -0.1 -0.3
C -0.2 -0.1 0.3
C -0.1 0.0 0.0
C 0.1 0.0 0.0
C 0.0 -0.1 -0.1
C 0.1 0.0 -0.1
C -0.3 0.1 0.0
C 0.0 0.0 0.0
C 0.1 0.2 -0.3
C 0.3 0.1 0.1
C 0.0 0.1 0.0
C 0.0 0.1 0.1
C 0.0 0.0 0.2
C 0.3 0.3 0.0
C 0.1 -0.1 -0.2
C 0.3 0.0 0.3
C 0.0 0.0 -0.1
C -0.1 -0.1 0.1
C 0.0 0.3 0.0
C 0.0 0.1 0.0
C -0.3 0.1 0.2
C 0.0 0.0 -0.1
C 0.0 0.2 -0.3
C 0.0 -0.3 -0.1
C -0.1 -0.1 0.1
C 0.1 0.1 -0.1
H 0.0 0.0 -0.1
H 0.1 -0.1 0.1
H 0.0 0.0 0.1
H -0.1 0.0 0.0
H 0.0 0.0 -0.2
H 0.0 0.0 0.0
H 0.1 0.0 0.0
H 0.0 0.0 0.0
H 0.0 -0.1 0.1
H -0.1 0.1 0.0
H 0.0 -0.1 -0.1
H 0.0 0.0 0.0
H 0.0 0.0 0.0
H 0.0 0.0 0.0
H 0.0 0.1 0.0
H 0.0 0.0 0.0
H 0.0 0.0 0.0
H -0.1 -0.1 0.0
H 0.0 0.0 0.0
H 0.0 0.1 0.0
H 0.0 0.1 0.0
H 0.0 0.0 0.1
H 0.0 0.0 0.0
H 0.0 0.0 0.0
H 0.0 0.1 0.1
H 0.0 0.0 0.0
H 0.0 0.0 -0.1
H 0.0 0.0 0.1
H 0.0 0.0 0.0

The calculation puts the HOMO-LUMO gap (spin up / spin down) at 6.65 / 6.65 eV. The energy above the lowest of the compared OMol25 structures with the same formula, charge and spin comes out at 1.888 eV. The charge is 0. As for the LUMO energy (spin up / spin down): -0.79 / -0.85 eV. Its spin multiplicity is 2.

Okay, here come the Mulliken numbers, in e, for every atom:
1. I 0.02
2. Ru 0.63
3. Cl -0.23
4. Cl -0.26
5. Cl -0.23
6. Cl -0.17
7. S 0.33
8. S -0.20
9. S -0.38
10. O -0.70
11. O -0.33
12. N 0.14
13. N -0.54
14. N 0.29
15. N 0.69
16. N -0.53
17. N 0.54
18. N 0.17
19. N -0.93
20. N 0.84
21. C -1.36
22. C 0.43
23. C -1.73
24. C -0.70
25. C 0.44
26. C 0.02
27. C -0.61
28. C -0.14
29. C 0.94
30. C -0.55
31. C -1.03
32. C -0.35
33. C -0.59
34. C 0.82
35. C 0.46
36. C 0.19
37. C 0.57
38. C 0.62
39. C -0.66
40. C -0.26
41. C -1.08
42. C -1.20
43. C -0.59
44. C -0.83
45. C -0.59
46. C -0.37
47. C -1.05
48. C -0.22
49. C -1.36
50. C -0.84
51. C -0.24
52. C -0.57
53. C 1.07
54. C -1.43
55. C 0.91
56. C 0.12
57. C 0.59
58. C -1.03
59. H 0.50
60. H 0.47
61. H 0.36
62. H 0.39
63. H 0.43
64. H 0.31
65. H 0.43
66. H 0.54
67. H 0.56
68. H 0.42
69. H 0.69
70. H 0.18
71. H 0.38
72. H 0.64
73. H 0.41
74. H 0.48
75. H 0.41
76. H 0.39
77. H 0.27
78. H 0.43
79. H 0.74
80. H 0.23
81. H 0.45
82. H 0.61
83. H 0.51
84. H 0.53
85. H 0.45
86. H 0.59
87. H 0.27


[2]
The following is a quantum chemistry calculation of a cluster of 4 separate species, C36H41NO8 in total in a non-equilibrium geometry, from the Open Molecules 2025 dataset.

CARTESIAN COORDINATES (ANGSTROEM)
O -2.037 8.029 -0.282
O -1.682 5.916 0.192
O -1.599 3.691 5.204
O 4.601 -5.666 -1.426
O -2.714 -0.883 1.203
O -3.596 3.015 4.596
O -2.884 0.809 -0.194
O 0.903 -7.396 -3.819
N 6.099 -5.384 2.671
C 1.555 -5.237 -3.064
C 1.845 -7.951 1.114
C -3.015 5.189 3.845
C -1.442 6.849 -0.528
C 0.774 -4.411 -3.855
C -0.449 -1.345 -1.603
C -2.762 3.876 4.549
C -0.561 6.699 -1.744
C -0.563 5.755 5.990
C 1.263 -6.696 -2.906
C 6.176 -6.502 1.959
C -2.070 3.107 -0.331
C 4.901 -4.796 2.676
C 0.790 -8.469 0.383
C 3.902 -6.505 1.271
C 3.399 -5.669 -1.505
C 0.411 -0.995 -0.834
C -1.272 -2.094 -2.556
C -1.087 -1.641 -4.014
C -2.425 9.385 -2.273
C 2.186 -2.541 -3.233
C 2.518 -6.664 -0.792
C 3.825 -5.322 1.986
C 0.214 -2.139 -4.737
C 0.568 -8.106 -0.935
C -2.922 1.243 2.228
C 2.735 -7.058 0.535
C -2.859 0.300 1.052
C -0.473 4.561 5.062
C 5.152 -7.120 1.265
C 1.442 -7.195 -1.501
C 2.973 -3.373 -2.443
C -1.689 9.242 -0.957
C -3.245 2.163 -0.479
C 2.638 -4.708 -2.368
C 1.091 -3.057 -3.913
H -3.553 5.852 4.521
H -0.070 7.617 -2.055
H -1.906 1.483 2.539
H 2.390 -1.484 -3.331
H -1.691 3.123 0.690
H 4.794 -3.868 3.224
H -3.501 9.328 -2.111
H -3.435 0.751 3.050
H -1.957 -1.986 -4.569
H -0.073 -2.615 -5.674
H -0.340 4.855 4.019
H 7.153 -6.978 1.919
H -1.989 10.042 -0.282
H 0.815 -1.268 -5.005
H -0.258 -8.515 -1.498
H 5.313 -8.033 0.710
H -2.117 5.686 3.487
H 3.814 -2.948 -1.912
H 0.332 6.371 5.907
H -0.063 -4.819 -4.406
H -1.249 2.781 -0.974
H -0.667 5.422 7.022
H -1.160 6.312 -2.568
H -1.039 -0.555 -3.992
H -4.097 2.471 0.131
H -3.468 2.161 2.029
H -1.430 6.376 5.763
H -3.587 2.161 -1.513
H -1.162 -3.165 -2.396
H 0.393 3.956 5.328
H -2.162 8.589 -2.971
H 2.873 -4.801 2.031
H -0.608 9.322 -1.075
H -2.190 10.342 -2.740
H -2.307 -1.855 -2.289
H 1.966 -8.253 2.146
H 0.104 -9.186 0.818
H -2.353 4.110 -0.605
H 1.279 -0.665 -0.319
H -3.635 4.992 2.973
H 0.223 5.982 -1.509

Cartesian forces, eV/Å:
O 0.0 0.1 0.3
O 0.1 0.5 0.2
O 0.1 -0.3 0.0
O 0.1 0.1 0.2
O -0.1 0.0 -0.3
O 0.1 0.0 0.1
O -0.2 -0.3 -0.4
O -0.3 -0.1 0.0
N -0.4 0.2 -0.1
C -0.2 0.0 -0.1
C 0.0 -0.1 0.1
C 0.3 -0.1 -0.4
C 0.0 -0.1 -0.2
C 0.5 0.0 0.2
C 1.2 -0.8 0.3
C -0.2 0.3 0.0
C 0.4 0.2 0.2
C -0.2 0.0 0.0
C -0.1 0.2 0.2
C 0.8 -0.6 -0.1
C 0.0 -0.6 -0.1
C 0.3 -0.4 -0.3
C -0.5 -0.3 -0.2
C 0.7 -0.1 0.4
C -0.2 0.0 -0.2
C -0.3 0.2 -0.7
C -1.0 1.0 0.3
C 0.7 -0.5 0.2
C 0.0 -0.2 -0.1
C -0.1 -0.4 0.1
C 0.0 -0.2 0.3
C -1.1 0.4 0.1
C 0.0 0.3 0.4
C 0.4 0.0 0.2
C -0.5 0.0 -0.1
C 0.3 0.3 -0.5
C 0.3 0.1 0.5
C 0.1 0.2 0.0
C -0.7 0.3 0.0
C 0.1 0.4 -0.6
C -0.1 0.6 -0.5
C 0.0 0.2 -0.2
C 0.2 0.2 0.1
C 0.2 -0.6 0.6
C -0.6 0.2 -0.8
H 0.0 0.0 0.0
H -0.1 0.0 -0.1
H 0.0 0.0 0.0
H 0.1 0.0 0.1
H -0.1 0.1 0.0
H 0.1 0.0 0.1
H 0.0 0.1 0.0
H 0.2 -0.1 0.0
H 0.0 0.2 -0.1
H 0.1 -0.1 0.0
H -0.1 0.0 0.0
H 0.0 0.1 0.1
H 0.0 -0.1 0.1
H 0.0 0.0 -0.1
H 0.0 0.0 -0.1
H 0.1 0.0 0.0
H 0.0 0.1 0.1
H 0.1 -0.3 0.1
H 0.0 0.0 0.0
H 0.0 0.0 0.0
H 0.0 0.0 0.0
H 0.1 0.0 0.0
H 0.0 0.0 0.0
H -0.4 0.0 -0.2
H 0.0 0.0 0.0
H 0.2 0.1 0.0
H 0.0 0.0 -0.1
H 0.0 -0.2 0.0
H 0.2 0.0 -0.1
H -0.1 -0.1 0.0
H 0.1 0.0 0.0
H 0.0 0.0 0.0
H 0.0 -0.1 0.0
H 0.0 0.0 0.0
H -0.1 -0.2 -0.1
H 0.1 0.0 0.0
H 0.1 0.1 0.2
H -0.1 0.1 0.0
H -0.2 0.1 0.3
H -0.1 0.0 0.1
H -0.1 -0.1 0.0

The calculation puts the HOMO-LUMO gap at 8.75 eV. The charge is 0. As for the LUMO energy: -0.31 eV. Its SMILES is C#CCCCc1ccc2c(c1)C(=O)c1cccc(-c3ccncc3)c1C2=O.CCOC(C)=O.CCOC(C)=O.CCOC(C)=O.

Okay, here come the Mulliken numbers, in e, for every atom:
1. O -0.36
2. O -0.53
3. O -0.38
4. O -0.56
5. O -0.57
6. O -0.57
7. O -0.36
8. O -0.57
9. N -0.64
10. C 0.75
11. C -0.73
12. C -1.02
13. C 0.74
14. C -0.85
15. C -0.19
16. C 0.86
17. C -1.03
18. C -0.98
19. C -0.28
20. C -0.31
21. C -0.43
22. C -0.39
23. C -0.61
24. C 0.09
25. C -0.17
26. C -0.39
27. C -0.51
28. C -0.56
29. C -0.96
30. C -0.69
31. C -0.03
32. C -0.20
33. C -1.45
34. C -1.05
35. C -0.85
36. C 0.88
37. C 0.57
38. C -0.29
39. C -0.17
40. C 0.78
41. C -1.09
42. C -0.44
43. C -0.68
44. C 0.92
45. C 0.98
46. H 0.29
47. H 0.39
48. H 0.26
49. H 0.41
50. H 0.13
51. H 0.37
52. H 0.30
53. H 0.43
54. H 0.40
55. H 0.38
56. H 0.23
57. H 0.35
58. H 0.30
59. H 0.39
60. H 0.51
61. H 0.42
62. H 0.33
63. H 0.50
64. H 0.36
65. H 0.54
66. H 0.27
67. H 0.30
68. H 0.26
69. H 0.33
70. H 0.38
71. H 0.25
72. H 0.27
73. H 0.41
74. H 0.33
75. H 0.35
76. H 0.27
77. H 0.46
78. H 0.37
79. H 0.35
80. H 0.33
81. H 0.50
82. H 0.38
83. H 0.19
84. H 0.46
85. H 0.27
86. H 0.32


[3]
The following is a quantum chemistry calculation of a cluster of 2 separate species, C5H6O2 in total, from the Open Molecules 2025 dataset.

CARTESIAN COORDINATES (ANGSTROEM)
O -3.441 0.690 -0.214
O 0.461 -0.359 -2.222
C 1.079 -0.108 0.921
C -0.195 -0.083 0.958
C 2.390 -0.150 0.845
C -2.241 0.547 -0.211
C -1.515 -0.052 0.940
H 0.483 -0.989 -1.490
H -1.604 0.838 -1.070
H 2.991 -0.598 1.633
H 0.794 0.456 -1.828
H 2.916 0.263 -0.014
H -2.117 -0.456 1.753

Cartesian forces, eV/Å:
O 0.4 0.0 0.0
O 0.1 0.0 0.1
C -0.2 0.0 0.0
C 0.2 0.0 0.0
C -0.2 0.0 0.0
C -0.2 0.0 0.1
C 0.2 0.0 0.0
H 0.0 0.1 -0.1
H -0.2 0.0 0.1
H -0.1 0.1 -0.1
H 0.0 -0.1 -0.1
H -0.1 -0.1 0.1
H 0.1 0.1 -0.1

The calculation puts the HOMO-LUMO gap at 8.88 eV. The energy above the lowest of the compared OMol25 structures with the same formula, charge and spin comes out at 3.056 eV. The charge is 0. As for the LUMO energy: -1.02 eV. Its SMILES is C=C=C=CC=O.O.

Okay, here come the Mulliken numbers, in e, for every atom:
1. O -0.48
2. O -0.62
3. C 0.55
4. C 0.89
5. C -1.14
6. C 0.02
7. C -0.98
8. H 0.31
9. H 0.33
10. H 0.26
11. H 0.31
12. H 0.23
13. H 0.32


[4]
The following is a quantum chemistry calculation of the molecule C4H6N2O, from the Open Molecules 2025 dataset.

CARTESIAN COORDINATES (ANGSTROEM)
O -0.316 2.087 1.752
N -0.640 1.213 -0.373
N 0.903 -1.897 -0.830
C 0.425 -0.216 1.127
C 0.095 -0.875 -0.195
C -0.465 0.156 -1.114
C -0.135 0.997 0.942
H -0.876 -1.345 0.091
H 1.134 -2.575 -0.108
H 1.794 -1.490 -1.099
H -0.024 1.787 2.623
H -0.779 0.095 -2.149
H -1.114 2.062 -0.667

Cartesian forces, eV/Å:
O 0.1 -0.1 0.1
N 0.0 -0.1 -0.1
N 0.2 0.0 0.2
C -0.3 0.3 -0.3
C 0.0 0.0 -0.2
C 0.0 0.1 0.3
C 0.1 -0.2 0.0
H 0.0 0.0 0.0
H 0.0 0.0 -0.1
H -0.1 0.0 0.0
H 0.0 0.1 -0.1
H 0.0 0.0 0.1
H 0.1 -0.1 0.0

The calculation puts the HOMO-LUMO gap (spin up / spin down) at 7.97 / 7.97 eV. The energy above the lowest of the compared OMol25 structures with the same formula, charge and spin comes out at 4.155 eV. The charge is 0. As for the LUMO energy (spin up / spin down): 0.14 / 0.14 eV.

Okay, here come the Mulliken numbers, in e, for every atom:
1. O -0.51
2. N 0.06
3. N -0.62
4. C -1.27
5. C 0.50
6. C -0.46
7. C 0.46
8. H 0.23
9. H 0.30
10. H 0.27
11. H 0.36
12. H 0.41
13. H 0.26


[5]
The following is a quantum chemistry calculation of a cluster of 2 separate species, C15H19F3N2O2 in total in a non-equilibrium geometry, from the Open Molecules 2025 dataset.

CARTESIAN COORDINATES (ANGSTROEM)
F -1.245 2.170 1.081
F -0.751 2.544 -1.004
F -2.547 1.434 -0.489
O -3.681 3.885 -1.064
O -1.919 4.900 -0.006
N 3.752 -1.050 2.672
N -0.730 -2.864 -0.917
C 0.425 -0.660 -0.421
C -1.780 2.505 -0.130
C -3.317 4.242 -2.384
C 1.769 0.234 1.747
C 2.598 -3.052 -0.503
C 1.600 -0.777 0.646
C -0.538 -1.882 -0.109
C -2.740 3.095 -3.198
C 2.592 -1.914 0.600
C 2.877 0.048 2.737
C 3.651 -2.009 1.645
C -2.643 3.812 -0.040
C 2.603 -4.492 0.137
C 2.941 -5.622 0.475
C -1.298 -1.937 1.304
H -4.255 4.541 -2.864
H -2.801 3.321 -4.267
H 4.371 -2.879 1.626
H 1.099 1.135 1.871
H 4.499 -1.195 3.365
H -1.380 -3.547 -0.490
H 3.223 -6.474 1.152
H 1.705 -2.977 -1.192
H 0.863 -0.689 -1.458
H 3.517 -2.881 -1.156
H -0.069 0.346 -0.212
H -3.262 3.600 0.855
H 3.017 0.809 3.559
H -3.273 2.162 -3.002
H -1.687 2.936 -2.969
H -2.670 5.123 -2.415
H -1.541 -0.913 1.711
H -0.688 -2.576 2.017
H -2.286 -2.454 1.088

Cartesian forces, eV/Å:
F 0.2 -0.1 0.0
F 0.2 -0.2 0.4
F 0.4 -0.4 0.1
O -0.2 -1.1 -0.3
O 0.4 -1.0 0.3
N -1.7 0.0 -2.0
N 0.7 1.3 0.6
C 0.6 -0.3 1.5
C -1.1 0.4 -0.8
C -0.4 0.1 0.0
C 2.3 -2.3 0.3
C -0.4 -0.6 0.3
C 1.7 -0.1 1.3
C -1.2 -0.6 0.7
C 0.4 0.0 -0.1
C 0.6 1.0 2.0
C -1.5 -0.3 -1.8
C -2.2 1.1 -1.1
C 0.6 2.1 0.0
C 1.5 0.4 -0.9
C -0.3 1.2 1.3
C 0.1 0.3 -1.0
H 0.0 0.0 0.2
H -0.1 0.0 0.0
H -0.9 1.3 0.2
H 0.8 -1.2 -0.3
H -0.7 0.4 -0.4
H 0.4 0.5 -0.3
H -0.6 1.1 -1.5
H 0.9 0.1 1.0
H -0.6 -0.1 1.1
H -1.0 -0.5 1.0
H 0.4 -1.4 -0.5
H -0.2 -0.1 0.2
H 0.0 -1.2 -1.0
H -0.1 0.1 0.0
H 0.0 0.0 0.0
H 0.2 -0.1 0.3
H 0.5 -1.1 -0.3
H -0.7 0.9 -0.7
H 1.2 0.6 0.4

The calculation puts the HOMO-LUMO gap at 3.04 eV. The energy above the lowest of the compared OMol25 structures with the same formula, charge and spin comes out at 8.668 eV. The charge is 0. As for the LUMO energy: -2.61 eV.

Okay, here come the Mulliken numbers, in e, for every atom:
1. F -0.26
2. F -0.28
3. F -0.32
4. O -0.36
5. O -0.87
6. N -0.02
7. N -0.71
8. C 0.15
9. C 0.80
10. C -0.29
11. C -0.34
12. C -0.47
13. C 0.26
14. C 0.82
15. C -0.96
16. C 0.20
17. C -0.45
18. C -0.42
19. C 0.02
20. C -0.64
21. C 0.01
22. C -1.22
23. H 0.30
24. H 0.42
25. H 0.39
26. H 0.39
27. H 0.30
28. H 0.26
29. H 0.36
30. H 0.34
31. H 0.47
32. H 0.38
33. H -0.51
34. H 0.20
35. H 0.38
36. H 0.21
37. H 0.17
38. H 0.28
39. H 0.27
40. H 0.28
41. H 0.46


[6]
The following is a quantum chemistry calculation of the molecule C4H8S in a non-equilibrium geometry, from the Open Molecules 2025 dataset.

CARTESIAN COORDINATES (ANGSTROEM)
S 2.562 -0.482 -0.080
C -1.610 0.044 -0.032
C 1.479 0.946 -0.145
C 0.705 -0.172 0.480
C -0.359 -0.878 -0.195
H -1.432 1.023 -0.530
H -0.196 -1.215 -1.176
H -1.863 0.230 1.011
H -2.478 -0.388 -0.638
H 1.145 1.237 -1.121
H -0.454 -1.794 0.358
H 0.716 -0.282 1.559
H 1.784 1.732 0.509

Cartesian forces, eV/Å:
S -1.0 -0.3 0.2
C -0.8 -0.6 -2.1
C -0.8 -0.6 0.7
C 3.9 0.5 -0.3
C -1.9 0.4 1.4
H 0.1 -0.5 0.4
H 0.5 0.2 -1.6
H -0.1 -0.2 -0.1
H 0.9 0.4 1.2
H -0.1 0.2 -0.4
H -0.7 -0.6 0.3
H -0.1 0.5 0.0
H 0.1 0.6 0.2

The calculation puts the HOMO-LUMO gap at 9.58 eV. The energy above the lowest of the compared OMol25 structures with the same formula, charge and spin comes out at 0.423 eV. The charge is 0. As for the LUMO energy: 0.99 eV. Its SMILES is CC[C@@H]1CS1.

Okay, here come the Mulliken numbers, in e, for every atom:
1. S -0.20
2. C -0.96
3. C -0.75
4. C -0.19
5. C -0.54
6. H 0.29
7. H 0.36
8. H 0.33
9. H 0.30
10. H 0.30
11. H 0.28
12. H 0.45
13. H 0.33


- Look up the charge of the fourth one.
  0